10
Properties=species:S:1:pos:R:3:forces:R:3 method="wB97M-V/def2-TZVPD" spin_multiplicity=1 total_charge=+1 largest_force_ev_per_a=2.95 e_tot_ha=-284.3570 e_homo_ev=-16.893 e_above_lowest_kj_mol=260.03
C 0.56950 -0.02316 -0.17894 -0.79 -0.02 -1.15
C -1.45563 -0.12029 -0.03602 -1.10 0.10 1.37
C -0.35509 -1.19463 -0.11576 -0.25 -0.03 0.44
C 1.33725 1.17725 0.11875 -1.72 -2.01 1.31
N -0.15009 1.02846 -0.28303 0.62 -0.83 -0.07
O -2.48259 0.30630 0.22367 0.43 -1.01 -0.45
H -0.51276 -1.96944 -0.84250 0.36 0.36 -1.68
H -0.19179 -1.93530 0.67200 -0.52 0.87 1.16
H 1.44345 1.24175 1.19408 1.06 1.16 -0.24
H 1.79775 1.48906 -0.75223 1.92 1.42 -0.70